1.
{"formula": "C13H30N4O12PS", "method": "ωB97M-V/def2-TZVPD", "elements": ["N", "P", "O", "O", "N", "C", "N", "C", "C", "C", "O", "N", "S", "H", "H", "H", "H", "H", "H", "H", "H", "H", "H", "H", "H", "C", "O", "C", "O", "O", "C", "H", "H", "H", "H", "H", "H", "C", "O", "C", "O", "O", "C", "H", "H", "H", "H", "H", "H", "C", "O", "C", "O", "O", "C", "H", "H", "H", "H", "H", "H"], "xyz": [[2.875, -1.081, 3.144], [2.388, -0.219, 2.002], [1.285, -0.919, 1.137], [3.489, 0.255, 0.970], [1.735, 1.271, 2.558], [1.001, 2.114, 1.737], [0.052, 2.906, 2.255], [-1.401, 2.578, 2.088], [-1.701, 1.123, 1.990], [-3.175, 0.860, 1.550], [-1.795, 0.554, 0.824], [1.274, 2.210, 0.459], [0.500, 3.323, -0.606], [2.733, -0.683, 4.058], [1.352, -0.770, 0.188], [3.734, -0.410, 0.315], [2.453, 1.782, 3.063], [0.264, 3.059, 3.232], [-1.769, 3.017, 1.176], [-1.946, 2.936, 2.942], [-1.320, 0.480, 2.759], [-3.236, 0.141, 2.410], [-3.762, 0.195, 0.926], [2.027, 1.658, 0.071], [-0.290, 2.445, -1.223], [3.425, -7.844, 6.310], [2.665, -6.912, 5.532], [3.397, -5.995, 4.910], [4.593, -5.896, 4.953], [2.576, -5.198, 4.228], [3.240, -4.155, 3.506], [2.703, -8.522, 6.751], [4.113, -8.400, 5.677], [3.975, -7.330, 7.094], [3.922, -4.579, 2.770], [3.781, -3.501, 4.182], [2.469, -3.589, 3.003], [-3.761, 5.890, -4.296], [-2.866, 5.341, -5.270], [-1.770, 4.790, -4.776], [-1.482, 4.724, -3.604], [-1.039, 4.338, -5.783], [0.212, 3.750, -5.411], [-4.596, 6.296, -4.855], [-4.114, 5.114, -3.621], [-3.274, 6.683, -3.734], [0.060, 2.888, -4.775], [0.844, 4.485, -4.914], [0.679, 3.433, -6.337], [-1.057, -1.170, -1.463], [-2.304, -1.319, -2.124], [-2.221, -1.225, -3.457], [-1.200, -1.035, -4.062], [-3.425, -1.372, -3.963], [-3.490, -1.290, -5.398], [-1.258, -1.269, -0.407], [-0.359, -1.948, -1.781], [-0.631, -0.188, -1.664], [-2.890, -2.075, -5.850], [-3.152, -0.314, -5.740], [-4.533, -1.429, -5.656]], "lumo_ev": -4.25, "e_homo_ev": -12.22, "total_charge": 1}


2.
{"formula": "C30H36N3O4", "method": "ωB97M-V/def2-TZVPD", "elements": ["C", "C", "C", "O", "C", "C", "O", "C", "N", "C", "C", "N", "C", "C", "N", "C", "O", "C", "C", "C", "C", "C", "C", "C", "C", "C", "C", "C", "O", "C", "C", "C", "C", "C", "C", "C", "C", "H", "H", "H", "H", "H", "H", "H", "H", "H", "H", "H", "H", "H", "H", "H", "H", "H", "H", "H", "H", "H", "H", "H", "H", "H", "H", "H", "H", "H", "H", "H", "H", "H", "H", "H", "H"], "xyz": [[1.976, 4.453, -5.295], [0.505, 4.073, -5.393], [0.157, 2.787, -4.617], [0.913, 1.710, -5.163], [0.236, 0.517, -5.464], [0.277, -0.478, -4.280], [1.588, -0.499, -3.772], [-0.764, -0.125, -3.201], [-0.969, -1.220, -2.265], [0.179, -1.431, -1.403], [-0.025, -2.700, -0.589], [-1.232, -2.541, 0.246], [-1.451, -3.629, 1.227], [-2.100, -3.090, 2.502], [-1.156, -2.466, 3.428], [-0.681, -1.209, 3.150], [-0.904, -0.695, 2.047], [0.090, -0.530, 4.177], [0.542, 0.763, 3.970], [1.282, 1.415, 4.956], [1.577, 0.781, 6.139], [1.142, -0.538, 6.383], [1.431, -1.227, 7.580], [0.992, -2.513, 7.776], [0.246, -3.164, 6.792], [-0.060, -2.519, 5.606], [0.383, -1.199, 5.385], [-0.865, -3.204, 4.599], [-1.288, -4.330, 4.706], [-2.393, -2.302, -0.632], [-2.154, -1.037, -1.451], [0.406, 2.970, -3.136], [-0.616, 3.438, -2.317], [-0.408, 3.606, -0.960], [0.824, 3.305, -0.404], [1.851, 2.851, -1.214], [1.645, 2.690, -2.573], [2.596, 3.626, -5.629], [2.177, 5.314, -5.927], [2.245, 4.707, -4.273], [0.245, 3.909, -6.440], [-0.118, 4.882, -5.006], [-0.914, 2.587, -4.770], [-0.796, 0.703, -5.783], [0.790, 0.075, -6.298], [0.053, -1.486, -4.646], [1.961, 0.380, -3.950], [-0.457, 0.790, -2.674], [-1.718, 0.059, -3.700], [1.066, -1.532, -2.029], [0.334, -0.576, -0.718], [0.839, -2.873, 0.054], [-0.161, -3.555, -1.254], [-1.101, -1.655, 0.849], [-2.086, -4.396, 0.781], [-0.492, -4.086, 1.478], [-2.880, -2.362, 2.262], [-2.543, -3.924, 3.054], [0.307, 1.257, 3.039], [1.622, 2.424, 4.783], [2.151, 1.288, 6.900], [2.008, -0.724, 8.342], [1.220, -3.030, 8.695], [-0.106, -4.173, 6.940], [-3.294, -2.194, -0.026], [-2.507, -3.156, -1.304], [-3.013, -0.872, -2.103], [-2.063, -0.170, -0.770], [-1.581, 3.668, -2.747], [-1.210, 3.972, -0.336], [0.987, 3.436, 0.656], [2.818, 2.626, -0.790], [2.451, 2.348, -3.204]], "lumo_ev": -3.67, "e_above_lowest_kcal_mol": 0.00, "smiles": "CC[C@@H](OC[C@@H](O)CN1CC[NH+](CCN2C(=O)c3cccc4cccc(c34)C2=O)CC1)c1ccccc1", "e_homo_ev": -11.25, "total_charge": 1}


3.
{"formula": "C11H14N4", "method": "ωB97M-V/def2-TZVPD", "elements": ["C", "C", "C", "C", "C", "C", "C", "C", "C", "C", "C", "N", "N", "N", "N", "H", "H", "H", "H", "H", "H", "H", "H", "H", "H", "H", "H", "H", "H"], "xyz": [[2.390, 3.410, 0.253], [2.544, 3.417, 1.630], [1.630, 2.426, -0.365], [1.910, 2.421, 2.370], [1.036, 1.452, 0.434], [-0.239, -0.381, 1.225], [-0.080, -0.027, -1.253], [0.200, 0.311, 0.032], [-1.439, -1.950, -0.992], [-1.552, -2.207, 2.266], [-0.897, -1.205, -3.216], [1.203, 1.509, 1.754], [-0.970, -1.358, 1.337], [-0.826, -1.066, -1.759], [-2.168, -2.947, -1.357], [2.863, 4.175, -0.346], [3.135, 4.165, 2.134], [1.503, 2.423, -1.436], [1.983, 2.368, 3.447], [0.281, 0.231, 2.080], [0.339, 0.601, -2.027], [-2.630, -2.263, 2.092], [-1.126, -3.209, 2.176], [-1.386, -1.850, 3.290], [-1.934, -1.307, -3.533], [-0.325, -2.076, -3.537], [-0.484, -0.323, -3.700], [-2.575, -3.569, -0.670], [-2.387, -3.170, -2.329]], "lumo_ev": [-10.33, -10.33], "e_above_lowest_kcal_mol": 36.55, "e_homo_ev": [-15.79, -15.79], "total_charge": 2}


4.
{"formula": "C2H3ErO", "method": "ωB97M-V/def2-TZVPD", "elements": ["H", "O", "C", "C", "H", "H", "Er"], "xyz": [[1.276, 0.550, -0.620], [-0.826, 0.676, -0.813], [0.254, 0.583, -0.082], [0.526, -0.336, 0.887], [1.451, -0.239, 1.457], [-0.276, -0.936, 1.330], [-2.405, -0.298, -2.159]], "lumo_ev": [-5.82, -6.63], "e_homo_ev": [-11.94, -11.96], "multiplicity": 5, "total_charge": 1}